{"formula": "C37H47BN9O4S3Ti", "method": "wB97M-V/def2-TZVPD", "total_charge": 3, "e_tot_ha": -4299.941017, "multiplicity": 1, "gap_ev": 7.064, "e_homo_ev": -16.6, "symbols": ["Ti", "C", "C", "C", "C", "N", "N", "B", "N", "N", "C", "C", "C", "C", "C", "S", "C", "C", "C", "C", "N", "N", "C", "C", "C", "C", "C", "S", "C", "C", "C", "C", "C", "S", "C", "C", "C", "C", "H", "H", "H", "H", "H", "H", "H", "H", "H", "H", "H", "H", "H", "H", "H", "H", "H", "H", "H", "H", "H", "H", "H", "H", "H", "H", "H", "H", "H", "H", "H", "H", "H", "H", "H", "H", "H", "H", "H", "N", "C", "C", "C", "N", "H", "H", "H", "H", "O", "C", "O", "C", "C", "C", "C", "C", "C", "N", "O", "O", "H", "H", "H", "H"], "coordinates": [[-2.8706, 0.0887, 0.7761], [-0.4724, -4.2115, -1.3276], [0.5350, -3.2107, -0.8732], [1.8499, -3.5332, -0.6330], [2.7773, -2.5350, -0.1803], [2.3872, -1.3045, 0.0695], [1.0297, -1.0180, -0.1210], [0.7144, 0.4558, 0.2173], [0.3595, 1.3217, -0.9810], [1.4461, 1.2914, -1.7781], [1.3841, 1.9678, -2.9089], [0.1737, 2.5903, -3.2972], [-0.9402, 2.6299, -2.4898], [-2.2360, 3.2255, -2.8769], [-0.7971, 1.9916, -1.2218], [-1.9634, 2.1789, 0.0474], [2.6645, 2.0289, -3.7931], [3.9177, 1.5396, -3.0627], [2.3786, 1.1413, -5.0253], [2.8182, 3.5089, -4.2177], [0.2705, 0.6009, 1.6358], [1.4976, 1.1230, 1.3938], [2.2835, 1.4994, 2.3836], [1.7380, 1.3919, 3.7083], [0.4943, 0.8616, 3.9443], [-0.1087, 0.7969, 5.3321], [-0.2755, 0.4109, 2.8073], [-1.8312, -0.3684, 2.9264], [3.6594, 2.1016, 2.1274], [4.6957, 1.3486, 3.0186], [4.0417, 1.9412, 0.6689], [3.5154, 3.5782, 2.4969], [0.1437, -1.8693, -0.5907], [-1.5425, -1.3701, -0.7381], [4.2426, -2.9091, 0.0052], [4.7981, -3.3447, -1.3884], [4.2314, -4.1254, 0.9782], [5.0230, -1.7706, 0.6079], [-0.0613, -5.2354, -1.3018], [-1.3425, -4.2526, -0.6611], [-0.7785, -3.9638, -2.3360], [2.1979, -4.5492, -0.7698], [0.1554, 3.0676, -4.2800], [-2.1945, 3.7421, -3.8468], [-2.9779, 2.4318, -2.9169], [-2.5381, 3.9289, -2.1325], [3.7477, 0.4737, -2.8394], [4.7192, 1.6799, -3.7545], [4.1184, 2.0641, -2.1635], [2.0275, 0.1505, -4.7003], [1.6081, 1.5914, -5.6529], [3.2371, 0.9987, -5.6685], [2.9791, 4.1295, -3.3418], [3.6887, 3.6431, -4.8839], [1.9946, 3.9582, -4.7891], [2.3991, 1.7004, 4.5351], [0.6922, 0.9195, 6.0590], [-0.8483, 1.5680, 5.4732], [-0.6277, -0.1806, 5.4832], [4.7206, 0.3116, 2.6555], [5.6715, 1.7954, 2.8616], [4.5211, 1.3710, 4.0585], [3.8079, 0.9477, 0.2679], [3.5656, 2.7369, 0.1478], [5.1094, 2.0682, 0.5885], [3.4774, 3.6402, 3.5915], [4.3626, 4.1704, 2.1192], [2.6053, 4.0310, 2.0570], [4.2025, -4.1992, -1.7726], [4.8065, -2.4984, -2.0809], [5.8460, -3.6526, -1.2435], [3.5758, -4.9411, 0.6594], [5.2405, -4.5228, 1.0036], [3.9162, -3.8464, 1.9679], [5.1972, -0.9665, -0.1227], [4.5450, -1.3526, 1.5041], [6.0248, -2.1495, 0.8752], [-5.1550, 2.1961, 1.1419], [-5.8766, 2.9823, 1.9716], [-5.3164, 2.9053, 3.2420], [-4.1972, 2.0670, 3.0603], [-4.0974, 1.6342, 1.8146], [-5.2986, 2.0106, 0.1453], [-6.7677, 3.5725, 1.6643], [-5.7390, 3.3900, 4.1183], [-3.4042, 1.8274, 3.7426], [-4.1058, -1.2608, 1.5600], [-4.8332, -1.2172, 0.4855], [-4.3932, -0.3377, -0.3621], [-5.9672, -2.0848, 0.3176], [-6.4468, -2.7879, 1.4137], [-7.5147, -3.6584, 1.2014], [-8.0690, -3.9015, -0.0498], [-7.5819, -3.0966, -1.0561], [-6.5429, -2.2127, -0.9299], [-8.1953, -3.2127, -2.4021], [-9.0577, -4.0565, -2.4891], [-7.7923, -2.4939, -3.3136], [-6.0098, -2.7130, 2.4028], [-7.9658, -4.1790, 2.0164], [-8.8511, -4.6371, -0.1888], [-6.2460, -1.5884, -1.7964]], "lowdin_charge": [0.645, -0.040, -0.211, 0.104, -0.173, 0.218, 0.053, -0.632, 0.038, 0.213, -0.148, 0.110, -0.211, -0.028, -0.517, 0.798, -0.517, -0.030, -0.023, -0.033, 0.115, 0.274, -0.078, 0.123, -0.168, -0.011, -0.518, 0.833, -0.520, 0.008, -0.042, -0.011, -0.491, 0.796, -0.536, -0.003, -0.015, -0.056, 0.108, 0.090, 0.100, 0.132, 0.143, 0.114, 0.103, 0.075, 0.087, 0.093, 0.054, 0.094, 0.089, 0.098, 0.091, 0.110, 0.085, 0.154, 0.100, 0.099, 0.099, 0.077, 0.109, 0.070, 0.064, 0.076, 0.106, 0.097, 0.115, 0.106, 0.096, 0.088, 0.106, 0.082, 0.101, 0.090, 0.089, 0.064, 0.113, 0.024, -0.032, 0.004, -0.122, -0.159, 0.167, 0.159, 0.125, 0.090, -0.147, -0.469, -0.117, -0.140, 0.043, -0.002, 0.071, -0.108, 0.084, -0.332, 0.122, 0.091, 0.137, 0.121, 0.146, 0.156]}

{"formula": "C47H57BCuGeN2O9P2", "method": "wB97M-V/def2-TZVPD", "total_charge": -2, "e_tot_ha": -7037.317229, "multiplicity": 2, "gap_ev": [6.798, 7.342], "e_homo_ev": [-2.8, -3.3], "symbols": ["Cu", "O", "P", "O", "O", "O", "P", "O", "O", "O", "H", "H", "C", "C", "C", "C", "C", "C", "C", "C", "C", "C", "C", "C", "N", "B", "N", "C", "C", "C", "C", "C", "C", "C", "C", "C", "C", "C", "C", "C", "C", "H", "H", "H", "H", "H", "H", "H", "H", "H", "H", "H", "H", "H", "H", "H", "H", "H", "H", "H", "H", "H", "H", "H", "H", "H", "H", "H", "H", "H", "H", "H", "H", "H", "H", "H", "H", "O", "C", "O", "C", "C", "Ge", "C", "C", "C", "C", "C", "C", "C", "C", "C", "C", "C", "C", "C", "C", "C", "C", "C", "C", "H", "H", "H", "H", "H", "H", "H", "H", "H", "H", "H", "H", "H", "H", "H", "H", "H", "H", "H"], "coordinates": [[-0.2964, -0.1025, 0.1171], [-3.2787, -0.9909, 0.6704], [-2.1945, -1.4703, 1.7701], [-2.9129, -1.9872, 2.9513], [-1.1662, -0.3631, 1.9538], [-1.4163, -2.7138, 0.9917], [-0.9319, -2.8418, -0.5692], [0.6269, -3.1593, -0.4212], [-1.6211, -3.9356, -1.2737], [-1.0851, -1.4097, -1.1408], [-2.8583, -0.9128, -0.2054], [1.1304, -2.4615, 0.0564], [1.4548, 4.6186, 0.9695], [0.6484, 3.3346, 1.1821], [1.2498, 2.4843, 2.3017], [-0.8147, 3.6415, 1.4427], [-1.1785, 4.2766, 2.6280], [-2.4999, 4.5885, 2.9028], [-3.4871, 4.2490, 1.9899], [-3.1665, 3.6140, 0.7941], [-4.2845, 3.1932, -0.1478], [-5.1689, 2.1266, 0.5079], [-5.1099, 4.3911, -0.6190], [-1.8181, 3.3372, 0.5221], [-1.4829, 2.7494, -0.7373], [-1.0767, 1.3960, -1.0563], [-1.0613, 1.3956, -2.5110], [-1.3354, 2.6934, -2.9693], [-1.6022, 3.4959, -1.9232], [-0.7808, 0.3557, -3.4622], [-1.7998, -0.2666, -4.2094], [-1.4125, -1.1790, -5.1900], [-0.0806, -1.4853, -5.4269], [0.8963, -0.8823, -4.6578], [0.5604, 0.0351, -3.6647], [1.6756, 0.6450, -2.8242], [2.6034, -0.4407, -2.2507], [2.4706, 1.6702, -3.6340], [-3.3120, -0.0499, -4.0867], [-3.8861, -0.2488, -2.6894], [-3.8016, 1.2715, -4.6964], [2.5016, 4.3765, 0.7564], [1.4240, 5.2523, 1.8635], [1.0599, 5.1998, 0.1297], [0.7110, 2.7507, 0.2641], [1.2001, 3.0001, 3.2674], [2.2963, 2.2690, 2.0732], [0.7170, 1.5327, 2.4015], [-0.4074, 4.5257, 3.3505], [-2.7630, 5.0749, 3.8359], [-4.5272, 4.4618, 2.2178], [-3.8349, 2.7385, -1.0252], [-5.6462, 2.5146, 1.4151], [-4.5847, 1.2439, 0.7815], [-5.9578, 1.8094, -0.1822], [-5.6600, 4.8451, 0.2131], [-5.8392, 4.0774, -1.3727], [-4.4737, 5.1637, -1.0612], [-1.2931, 2.9394, -4.0202], [-1.8473, 4.5482, -1.9103], [-2.1861, -1.6781, -5.7650], [0.1867, -2.2111, -6.1872], [1.9403, -1.1389, -4.8077], [1.2221, 1.1679, -1.9829], [3.3289, -0.7743, -3.0035], [2.0319, -1.3129, -1.9192], [3.1427, -0.0636, -1.3773], [2.9308, 1.1945, -4.5076], [3.2675, 2.1066, -3.0215], [1.8279, 2.4819, -3.9887], [-3.7401, -0.8464, -4.6967], [-3.5499, 0.5213, -1.9935], [-3.5890, -1.2208, -2.2942], [-4.9801, -0.2152, -2.7273], [-3.6551, 2.1049, -4.0057], [-4.8726, 1.2035, -4.9174], [-3.2762, 1.5029, -5.6281], [3.1431, 0.6384, 0.5102], [2.5559, -0.1689, 1.2410], [1.5331, -0.8799, 0.9484], [3.0295, -0.2914, 2.6947], [2.3237, -1.3818, 3.5111], [2.9233, -3.2180, 3.2751], [1.5268, -4.2639, 4.1401], [0.2753, -4.1249, 3.5394], [-0.8679, -4.6835, 4.1069], [-0.7636, -5.4059, 5.2875], [0.4715, -5.5536, 5.9023], [1.6067, -4.9793, 5.3399], [4.7064, -3.4376, 4.0818], [5.0480, -4.4764, 4.9556], [6.3398, -4.6140, 5.4574], [7.3304, -3.7137, 5.0895], [7.0222, -2.6871, 4.2050], [5.7297, -2.5562, 3.7078], [3.1539, -3.8588, 1.4599], [2.5486, -5.0466, 1.0457], [2.7238, -5.5177, -0.2528], [3.5039, -4.8039, -1.1517], [4.1124, -3.6193, -0.7528], [3.9384, -3.1508, 0.5434], [2.8286, 0.6901, 3.1243], [4.1148, -0.3913, 2.6851], [1.2600, -1.3701, 3.2604], [2.4032, -1.2147, 4.5884], [0.1656, -3.5569, 2.6174], [-1.8246, -4.5085, 3.6310], [-1.6488, -5.8408, 5.7374], [0.5531, -6.1038, 6.8327], [2.5464, -5.0804, 5.8638], [4.3065, -5.2104, 5.2403], [6.5716, -5.4309, 6.1317], [8.3360, -3.8157, 5.4808], [7.7896, -1.9867, 3.8958], [5.5273, -1.7529, 3.0092], [1.9142, -5.5985, 1.7324], [2.2191, -6.4236, -0.5710], [3.6099, -5.1510, -2.1729], [4.6966, -3.0423, -1.4592], [4.3941, -2.2052, 0.8223]], "lowdin_charge": [0.492, -0.158, 0.216, -0.309, -0.334, -0.295, 0.235, -0.135, -0.295, -0.358, 0.013, 0.036, -0.059, -0.353, -0.058, -0.115, -0.041, -0.083, -0.048, -0.121, -0.369, -0.049, -0.073, -0.097, 0.025, -0.335, 0.052, -0.084, -0.076, -0.113, -0.111, -0.048, -0.083, -0.038, -0.124, -0.347, -0.061, -0.062, -0.355, -0.048, -0.071, 0.078, 0.070, 0.076, 0.112, 0.079, 0.061, 0.083, 0.104, 0.092, 0.103, 0.106, 0.073, 0.076, 0.076, 0.068, 0.073, 0.072, 0.119, 0.115, 0.102, 0.092, 0.107, 0.105, 0.070, 0.078, 0.051, 0.070, 0.079, 0.070, 0.113, 0.063, 0.084, 0.082, 0.057, 0.069, 0.075, -0.019, -0.667, -0.105, -0.166, -0.232, 1.019, -0.260, -0.092, -0.055, -0.102, -0.116, -0.114, -0.231, -0.105, -0.106, -0.118, -0.099, -0.102, -0.263, -0.106, -0.092, -0.098, -0.090, -0.102, 0.087, 0.081, 0.068, 0.073, 0.094, 0.103, 0.092, 0.087, 0.064, 0.070, 0.092, 0.089, 0.095, 0.078, 0.097, 0.100, 0.094, 0.097, 0.097]}

Which formula does entry 2 have?
C47H57BCuGeN2O9P2

What is the formula in the first record?
C37H47BN9O4S3Ti